(1)
The molecule C24H23Cl2N5O3S. Source: the Open Molecules 2025 dataset; level of theory: ωB97M-V/def2-TZVPD.

Positions of all 58 atoms, in Å:
C  -0.573  -0.168  -3.096
O  -0.705  0.742  -2.028
C  0.242  1.718  -1.892
C  1.366  1.836  -2.700
C  2.246  2.894  -2.541
C  2.014  3.858  -1.577
C  0.911  3.742  -0.753
C  0.032  2.675  -0.880
N  -1.088  2.630  -0.042
C  -1.752  1.572  0.482
S  -3.315  1.823  0.986
N  -1.119  0.381  0.638
C  0.306  0.314  0.935
C  0.791  1.456  1.767
C  0.114  2.174  2.730
N  0.977  3.084  3.222
C  0.732  4.057  4.247
N  2.172  2.988  2.648
C  2.090  2.009  1.763
C  3.256  1.591  0.942
C  -1.994  -0.764  0.868
C  -2.952  -0.967  -0.313
C  -2.538  -2.254  -0.969
O  -2.911  -2.726  -2.006
N  -1.580  -2.839  -0.145
C  -0.985  -4.091  -0.422
C  0.354  -4.165  -0.797
Cl  1.267  -2.714  -0.926
C  0.946  -5.387  -1.070
C  0.190  -6.543  -0.979
C  -1.144  -6.490  -0.615
C  -1.729  -5.266  -0.332
Cl  -3.377  -5.179  0.148
C  -1.239  -2.084  0.956
O  -0.495  -2.454  1.825
H  -0.534  0.350  -4.059
H  -1.459  -0.800  -3.069
H  0.316  -0.795  -2.980
H  1.558  1.108  -3.472
H  3.109  2.963  -3.185
H  2.691  4.689  -1.459
H  0.721  4.481  0.011
H  -1.554  3.514  0.117
H  0.893  0.261  0.011
H  0.491  -0.606  1.495
H  -0.897  2.110  3.080
H  0.534  3.569  5.204
H  -0.124  4.682  3.986
H  1.622  4.675  4.335
H  4.089  2.260  1.136
H  3.011  1.622  -0.119
H  3.551  0.573  1.197
H  -2.542  -0.610  1.811
H  -3.992  -1.038  0.008
H  -2.892  -0.150  -1.031
H  1.986  -5.426  -1.354
H  0.647  -7.496  -1.195
H  -1.733  -7.390  -0.543

Output
Net charge = 0
Orbital gap = 8.62 eV
LUMO = 0.6 eV
SMILES = COc1ccccc1NC(=S)N(Cc1cn(C)nc1C)[C@H]1CC(=O)N(c2c(Cl)cccc2Cl)C1=O

(2)
The molecule C24H23Cl4N5O2S. Source: the Open Molecules 2025 dataset; level of theory: ωB97M-V/def2-TZVPD.

Positions of all 59 atoms, in Å:
N  -5.819  -1.077  1.508
C  -4.663  -0.354  1.487
C  -3.408  -0.946  1.674
Cl  -3.326  -2.668  1.854
C  -2.239  -0.219  1.694
C  -2.269  1.164  1.535
C  -1.025  1.916  1.447
C  -0.844  3.235  1.736
S  0.747  3.751  1.300
C  1.052  2.105  0.724
N  2.191  1.794  0.086
C  3.176  2.816  -0.202
C  4.073  2.181  -1.259
C  3.098  1.298  -2.030
C  2.229  0.711  -0.913
C  0.843  0.373  -1.349
N  0.053  1.242  -1.918
C  -1.177  0.653  -1.968
C  -2.402  1.170  -2.369
C  -3.513  0.364  -2.227
Cl  -5.067  0.984  -2.649
C  -3.409  -0.943  -1.731
Cl  -4.826  -1.910  -1.588
C  -2.199  -1.477  -1.335
C  -1.088  -0.657  -1.436
N  0.224  -0.819  -1.072
C  0.792  -1.993  -0.463
C  1.247  -1.752  0.997
O  2.648  -1.686  1.120
C  3.317  -2.927  1.153
C  4.795  -2.675  0.842
O  5.022  -2.361  -0.508
N  0.073  1.289  0.929
C  -3.503  1.788  1.358
C  -4.660  1.041  1.336
Cl  -6.177  1.838  1.076
H  -6.632  -0.623  1.123
H  -5.733  -2.065  1.331
H  -1.294  -0.718  1.830
H  -1.526  3.926  2.185
H  2.684  3.720  -0.589
H  3.715  3.085  0.711
H  4.836  1.564  -0.785
H  4.558  2.925  -1.887
H  2.471  1.898  -2.689
H  3.596  0.522  -2.608
H  2.720  -0.154  -0.457
H  -2.485  2.173  -2.751
H  -2.156  -2.478  -0.938
H  1.657  -2.313  -1.055
H  0.035  -2.777  -0.505
H  0.845  -2.531  1.657
H  0.881  -0.772  1.318
H  2.896  -3.625  0.414
H  3.219  -3.382  2.150
H  5.128  -1.804  1.407
H  5.383  -3.552  1.147
H  4.789  -3.121  -1.055
H  -3.555  2.854  1.208

Output
Net charge = 0
Orbital gap = 7.85 eV
Energy above the lowest of the compared OMol25 structures with the same formula, charge and spin = 9.3 kcal per mole
LUMO = 0.4 eV
SMILES = Nc1c(Cl)cc(-c2csc(N3CCC[C@@H]3c3nc4cc(Cl)c(Cl)cc4n3CCOCCO)n2)cc1Cl

(3)
A structure of composition C24H23ClILuN3O6S. Source: the Open Molecules 2025 dataset; level of theory: ωB97M-V/def2-TZVPD.

Positions of all 60 atoms, in Å:
Lu  0.643  -0.753  0.173
O  -7.363  0.157  -0.976
C  -6.260  0.768  -0.498
O  -6.313  1.891  -0.022
C  -4.980  0.000  -0.582
C  -3.829  0.631  -0.094
C  -2.588  -0.016  -0.133
C  -2.453  -1.305  -0.655
C  -3.604  -1.933  -1.141
C  -4.856  -1.292  -1.107
N  -1.158  -1.844  -0.637
C  -0.872  -3.020  -1.085
C  0.510  -3.544  -1.043
C  0.778  -4.815  -1.534
C  2.092  -5.272  -1.478
C  3.077  -4.451  -0.938
C  2.710  -3.197  -0.474
N  1.447  -2.725  -0.514
H  -7.261  -0.732  -1.346
H  -3.884  1.636  0.323
H  -1.707  0.493  0.252
H  -3.563  -2.933  -1.558
H  -5.698  -1.848  -1.501
H  -1.620  -3.701  -1.519
H  -0.003  -5.440  -1.951
H  2.347  -6.261  -1.850
H  4.110  -4.778  -0.880
H  3.443  -2.520  -0.044
Cl  -1.652  0.494  -2.485
C  -0.520  0.764  -1.244
H  -0.899  1.302  -0.350
H  0.448  1.205  -1.558
C  4.482  0.110  -1.688
C  3.021  0.305  -1.991
C  2.644  0.982  -3.282
O  2.156  -0.080  -1.204
H  5.109  0.508  -2.490
H  4.688  -0.958  -1.585
H  4.729  0.634  -0.761
H  3.531  1.256  -3.857
H  2.080  1.891  -3.059
H  2.038  0.298  -3.882
I  -0.910  6.340  5.830
C  -0.247  4.986  4.397
C  0.820  5.324  3.567
C  1.263  4.412  2.605
C  0.649  3.156  2.461
C  -0.425  2.839  3.309
C  -0.873  3.747  4.273
C  1.132  2.168  1.415
O  2.109  2.530  0.686
O  0.524  1.054  1.347
H  1.319  6.284  3.649
H  2.097  4.669  1.953
H  -0.910  1.869  3.207
H  -1.706  3.467  4.911
O  4.631  -1.539  2.594
S  3.348  -0.789  2.707
N  2.450  -0.975  1.511
H  -0.272  -1.452  1.821

Output
Net charge = -1
Orbital gap (spin up / spin down) = 5.14 / 5.14 eV
LUMO (spin up / spin down) = 1.0 / 1.0 eV

(4)
A cluster of 5 separate species, C24H23FNO11PSi2 in total. Source: the Open Molecules 2025 dataset; level of theory: ωB97M-V/def2-TZVPD.

Positions of all 63 atoms, in Å:
N  1.842  -1.873  2.520
P  2.374  -3.316  2.275
O  3.280  -3.297  0.915
O  1.166  -4.370  1.973
Si  3.596  -3.831  4.081
F  2.758  -3.663  5.419
O  4.278  -5.335  4.047
Si  3.093  -6.557  4.193
H  2.162  -1.583  3.442
H  2.901  -3.932  0.288
H  0.910  -4.324  1.038
H  4.709  -2.875  4.073
H  1.774  -5.893  4.133
H  3.280  -7.438  3.046
H  3.229  -7.312  5.442
C  0.446  0.710  0.774
C  -0.389  0.995  -0.222
C  -0.512  2.370  -0.757
O  -1.280  2.620  -1.668
C  0.330  3.428  -0.145
C  1.166  3.144  0.851
C  1.293  1.767  1.390
O  2.056  1.516  2.296
H  0.552  -0.291  1.179
H  -1.013  0.241  -0.686
H  0.231  4.429  -0.544
H  1.791  3.899  1.313
C  -2.702  5.480  -1.382
C  -3.911  5.850  -1.797
C  -4.522  7.127  -1.353
O  -5.624  7.463  -1.732
C  -3.733  7.978  -0.431
C  -2.524  7.610  -0.016
C  -1.914  6.332  -0.459
O  -0.809  6.005  -0.075
H  -2.240  4.551  -1.696
H  -4.501  5.242  -2.472
H  -4.194  8.907  -0.119
H  -1.933  8.217  0.658
C  -2.804  7.234  -5.536
C  -2.325  7.480  -4.320
C  -0.870  7.605  -4.075
O  -0.439  7.827  -2.962
C  0.037  7.446  -5.237
C  -0.439  7.200  -6.454
C  -1.898  7.075  -6.700
O  -2.332  6.853  -7.809
H  -3.865  7.138  -5.733
H  -2.966  7.601  -3.460
H  1.097  7.541  -5.037
H  0.206  7.081  -7.315
C  1.077  -9.350  1.620
C  0.502  -10.177  0.753
C  0.144  -11.567  1.135
O  -0.378  -12.321  0.345
C  0.453  -11.996  2.522
C  1.029  -11.168  3.389
C  1.385  -9.781  3.005
O  1.908  -9.024  3.796
H  1.346  -8.334  1.361
H  0.268  -9.883  -0.263
H  0.185  -13.012  2.782
H  1.263  -11.461  4.404

Output
Net charge = 0
Orbital gap = 7.46 eV
LUMO = -1.9 eV

- What is the formula in the fourth record?
  C24H23FNO11PSi2

- net charge of number 1 (C24H23Cl2N5O3S)?
  0

- Number 4 is which compound?
  C24H23FNO11PSi2

Repeat the fourth record exactly.
A cluster of 5 separate species, C24H23FNO11PSi2 in total. Source: the Open Molecules 2025 dataset; level of theory: ωB97M-V/def2-TZVPD.

Positions of all 63 atoms, in Å:
N  1.842  -1.873  2.520
P  2.374  -3.316  2.275
O  3.280  -3.297  0.915
O  1.166  -4.370  1.973
Si  3.596  -3.831  4.081
F  2.758  -3.663  5.419
O  4.278  -5.335  4.047
Si  3.093  -6.557  4.193
H  2.162  -1.583  3.442
H  2.901  -3.932  0.288
H  0.910  -4.324  1.038
H  4.709  -2.875  4.073
H  1.774  -5.893  4.133
H  3.280  -7.438  3.046
H  3.229  -7.312  5.442
C  0.446  0.710  0.774
C  -0.389  0.995  -0.222
C  -0.512  2.370  -0.757
O  -1.280  2.620  -1.668
C  0.330  3.428  -0.145
C  1.166  3.144  0.851
C  1.293  1.767  1.390
O  2.056  1.516  2.296
H  0.552  -0.291  1.179
H  -1.013  0.241  -0.686
H  0.231  4.429  -0.544
H  1.791  3.899  1.313
C  -2.702  5.480  -1.382
C  -3.911  5.850  -1.797
C  -4.522  7.127  -1.353
O  -5.624  7.463  -1.732
C  -3.733  7.978  -0.431
C  -2.524  7.610  -0.016
C  -1.914  6.332  -0.459
O  -0.809  6.005  -0.075
H  -2.240  4.551  -1.696
H  -4.501  5.242  -2.472
H  -4.194  8.907  -0.119
H  -1.933  8.217  0.658
C  -2.804  7.234  -5.536
C  -2.325  7.480  -4.320
C  -0.870  7.605  -4.075
O  -0.439  7.827  -2.962
C  0.037  7.446  -5.237
C  -0.439  7.200  -6.454
C  -1.898  7.075  -6.700
O  -2.332  6.853  -7.809
H  -3.865  7.138  -5.733
H  -2.966  7.601  -3.460
H  1.097  7.541  -5.037
H  0.206  7.081  -7.315
C  1.077  -9.350  1.620
C  0.502  -10.177  0.753
C  0.144  -11.567  1.135
O  -0.378  -12.321  0.345
C  0.453  -11.996  2.522
C  1.029  -11.168  3.389
C  1.385  -9.781  3.005
O  1.908  -9.024  3.796
H  1.346  -8.334  1.361
H  0.268  -9.883  -0.263
H  0.185  -13.012  2.782
H  1.263  -11.461  4.404

Output
Net charge = 0
Orbital gap = 7.46 eV
LUMO = -1.9 eV